Record 1
C18H12ClI2N4O5Ti | ωB97M-V with the def2-TZVPD basis set

CARTESIAN COORDINATES (ANGSTROEM)
Ti -0.288 -1.020 -0.263
Cl -2.562 -1.840 6.755
C -2.048 -1.377 5.155
C -2.048 -0.014 4.798
C -1.657 0.394 3.558
C -1.236 -0.541 2.571
O -0.878 -0.150 1.412
C -1.235 -1.905 2.961
C -0.781 -2.901 2.049
O -0.364 -2.725 0.908
C -1.645 -2.307 4.245
H -2.371 0.714 5.532
H -1.667 1.441 3.283
H -0.803 -3.930 2.430
H -1.631 -3.362 4.492
I 2.334 6.683 0.899
C 1.502 5.009 -0.082
C 1.326 3.832 0.624
C 0.779 2.734 -0.028
C 0.415 2.820 -1.365
C 0.602 4.014 -2.052
C 1.148 5.120 -1.417
C -0.176 1.638 -2.109
O -0.463 1.747 -3.291
O -0.291 0.551 -1.426
H 1.613 3.766 1.664
H 0.634 1.811 0.512
H 0.310 4.051 -3.093
H 1.295 6.046 -1.954
N 3.270 -3.429 -3.079
C 3.340 -2.527 -2.351
N 3.489 -1.484 -1.566
C 2.609 -1.233 -0.671
N 1.828 -0.897 0.139
N 0.477 -3.387 -3.726
C -0.045 -2.355 -3.044
O 0.347 -2.157 -1.874
C -1.020 -1.520 -3.688
I -3.049 -1.704 -0.924
H 1.338 -3.793 -3.371
H 0.309 -3.446 -4.712
H -1.492 -1.836 -4.606
H -1.212 -0.532 -3.296

Calculated values
Energy relative to the best compared isomer or geometry (same formula, charge and spin) (eV): 0.1051
Total charge: -1
LUMO (alpha / beta) (eV): 1.98 / 1.33
Frontier orbital gap (alpha / beta) (eV): 7.11 / 6.90
Spin multiplicity: 3

Record 2
C18H12ClInN5O11S | ωB97M-V with the def2-TZVPD basis set

CARTESIAN COORDINATES (ANGSTROEM)
In -0.098 -0.497 -0.229
C -0.203 1.188 3.769
C -0.743 1.820 2.538
N -0.822 1.293 1.335
C -1.411 2.223 0.527
C -1.693 3.349 1.255
N -1.264 3.067 2.525
C -2.338 4.649 0.970
O -2.677 4.864 -0.274
O -2.519 5.440 1.874
C -1.715 1.917 -0.901
O -2.157 2.839 -1.611
O -1.550 0.718 -1.280
H -0.241 0.106 3.678
H -0.789 1.490 4.637
H 0.827 1.497 3.936
H -1.326 3.725 3.285
H -2.443 4.059 -0.865
O 1.606 -1.185 1.151
N 1.357 -1.772 2.297
C 2.407 -1.962 3.126
C 2.270 -2.546 4.356
C 0.997 -2.951 4.763
C -0.066 -2.750 3.918
C 0.094 -2.156 2.651
S -1.246 -1.916 1.623
H 3.350 -1.617 2.728
H 3.139 -2.671 4.984
H 0.853 -3.415 5.729
H -1.071 -3.030 4.196
O 2.841 -0.162 -1.630
C 2.542 0.610 -0.737
O 1.374 1.090 -0.463
C 3.673 1.085 0.181
C 4.966 0.657 -0.077
C 5.972 0.924 0.838
C 5.728 1.616 2.008
C 4.435 2.051 2.240
C 3.405 1.794 1.342
N 4.165 2.793 3.469
O 5.087 2.972 4.243
O 3.034 3.206 3.651
N 7.327 0.426 0.588
O 8.133 0.503 1.500
O 7.569 -0.034 -0.509
H 5.162 0.089 -0.975
H 6.518 1.808 2.716
H 2.395 2.124 1.539
Cl 0.027 -2.136 -1.855

Calculated values
Energy relative to the best compared isomer or geometry (same formula, charge and spin) (eV): 0.2474
Total charge: -1
LUMO (eV): 0.99
Frontier orbital gap (eV): 7.09
Spin multiplicity: 1

Calculated values (eV Å⁻¹) of F_max for the records, taken in order: 0.71 0.93.